Entry 1:
The following is a DFT calculation (the ωB97M-V functional and the def2-TZVPD basis) of 4 unconnected molecules or ions with the total composition C3H14O3S2 at a distorted geometry.

XYZ file:
```
22
Properties=species:S:1:pos:R:3:nbo_charge:R:1
C 0.23 1.23 3.78 -0.617
C 0.31 1.06 2.28 -0.406
C 0.85 -0.33 1.86 -0.559
S 1.47 -0.43 0.20 0.120
S -0.10 0.43 -0.90 -0.161
H 1.19 1.22 4.28 0.208
H -0.34 2.13 4.04 0.217
H -0.46 0.51 4.19 0.209
H 0.90 1.83 1.77 0.206
H -0.69 1.17 1.84 0.209
H 0.08 -1.08 2.00 0.219
H 1.65 -0.54 2.58 0.233
H -0.88 -0.66 -0.90 0.127
O -1.20 -2.37 -3.46 -0.947
H -0.88 -1.48 -3.65 0.480
H -2.06 -2.26 -3.04 0.473
O 0.23 -3.44 -0.93 -0.961
H -0.27 -3.38 -1.75 0.483
H 0.71 -2.62 -0.86 0.467
O -0.11 2.91 -4.82 -0.928
H 0.17 3.61 -4.22 0.466
H -0.81 2.49 -4.30 0.462
```

## Properties
HOMO level ... -9.43 eV
HOMO-LUMO gap ... 9.3 eV
Energy relative to the best compared isomer or geometry (same formula, charge and spin) ... 37.62 kJ/mol
E_tot ... -31151.0776 eV
Structure (SMILES) ... CCCSS.O.O.O


Entry 2:
The following is a DFT calculation (the ωB97M-V functional and the def2-TZVPD basis) of 4 unconnected molecules or ions with the total composition C3H14O4 at a distorted geometry.

XYZ file:
```
21
Properties=species:S:1:pos:R:3:nbo_charge:R:1
C -0.98 -0.87 -1.85 -0.660
C 0.32 -1.56 -1.41 0.092
C 0.75 -1.02 0.07 -0.628
O 1.47 -1.06 -2.32 -0.770
H -1.80 -1.55 -1.52 0.219
H -1.11 -0.91 -2.98 0.232
H -1.25 0.13 -1.37 0.222
H 0.21 -2.68 -1.33 0.190
H -0.10 -1.33 0.80 0.195
H 0.77 0.07 0.22 0.223
H 1.60 -1.55 0.45 0.216
H 2.02 -1.77 -2.54 0.475
O -0.32 -0.70 4.51 -0.935
H -0.42 -0.07 3.72 0.470
H -0.21 -0.05 5.24 0.466
O 1.77 1.86 -3.07 -0.959
H 0.92 2.39 -2.92 0.457
H 1.41 0.90 -2.94 0.495
O -1.31 3.26 2.95 -0.925
H -1.63 2.87 3.71 0.457
H -2.11 3.66 2.57 0.468
```

## Properties
HOMO level ... -10.49 eV
HOMO-LUMO gap ... 10.8 eV
Energy relative to the best compared isomer or geometry (same formula, charge and spin) ... 188.41 kJ/mol
E_tot ... -11526.6558 eV
Structure (SMILES) ... CC(C)O.O.O.O